Record 1
Below is a cluster of 3 separate species, C43H58ClN3O2S in total in a non-equilibrium geometry, with properties calculated with ωB97M-V/def2-TZVPD.

Output
highest occupied orbital energy	-0.281	Ha
E_LUMO	0.02474	Ha
energy above the lowest of the compared OMol25 structures with the same formula, charge and spin	14.6	kcal/mol
frontier orbital gap	0.305	hartree

CARTESIAN COORDINATES (ANGSTROEM)
C  0.80726  -6.90625  -3.43904
C  0.44604  -6.67409  -2.15825
C  -0.98730  -6.79081  -1.63332
C  -1.11551  -5.88057  -0.40328
C  -0.65523  -6.42281  0.79010
C  -0.70093  -5.65658  1.92497
C  -1.18393  -4.36244  1.94217
C  -1.66704  -3.86462  0.75653
C  -1.64352  -4.59716  -0.42352
C  -2.16735  -3.95358  -1.69960
C  -1.28457  -2.75433  -2.12554
C  0.18429  -3.15291  -2.32732
O  -1.36897  -1.65212  -1.22089
N  -1.18268  -3.57065  3.12492
C  0.05015  -3.59569  3.81921
C  0.67888  -2.44359  4.26414
C  0.08746  -1.06191  4.03806
C  0.82172  -0.23171  2.94434
C  1.21128  1.17523  3.46947
C  0.08179  2.21230  3.27869
C  0.66399  3.65215  3.22390
C  1.38699  3.88971  1.87183
C  1.86032  5.35416  1.76329
C  2.50264  5.64620  0.38633
C  2.75019  7.16471  0.27066
C  3.44621  7.58184  -1.04782
C  2.43342  7.50428  -2.20071
O  1.36320  8.41273  -1.95041
C  1.17332  9.33010  -3.02371
C  1.88583  -2.50818  4.93990
C  2.51941  -3.69725  5.20708
C  3.86635  -3.83434  5.91856
Cl  4.76035  -2.26169  5.72395
C  4.76223  -4.91074  5.25876
C  4.90858  -4.72383  3.72428
C  1.89171  -4.85814  4.76701
C  0.70240  -4.79253  4.09759
S  -0.10255  -6.27457  3.49566
H  1.66211  -7.55591  -3.64407
H  0.30814  -6.42005  -4.28142
H  1.19771  -6.34049  -1.43148
H  -1.09938  -7.84062  -1.34026
H  -1.70581  -6.53286  -2.41949
H  -0.26442  -7.43555  0.84920
H  -2.08410  -2.85769  0.71767
H  -3.23085  -3.69947  -1.64058
H  -2.08194  -4.67545  -2.51717
H  -1.66258  -2.42238  -3.10510
H  0.63010  -3.59027  -1.42483
H  0.33207  -3.80281  -3.19338
H  0.73512  -2.21854  -2.52370
H  -0.49100  -1.52763  -0.84348
H  -1.40621  -2.63040  2.82529
H  0.09194  -0.48718  4.97273
H  -0.97221  -1.13426  3.76089
H  1.71672  -0.74777  2.57256
H  0.18621  -0.06529  2.06290
H  2.11692  1.52413  2.96081
H  1.42905  1.15329  4.54692
H  -0.62450  2.20708  4.12044
H  -0.47151  2.06222  2.34190
H  -0.13743  4.40134  3.27096
H  1.39248  3.81798  4.03006
H  0.64620  3.69573  1.08206
H  2.27954  3.26242  1.76832
H  2.64331  5.48866  2.52487
H  1.04217  6.07253  1.90091
H  1.81305  5.30045  -0.39755
H  3.44980  5.09902  0.27413
H  3.38202  7.44680  1.12773
H  1.79143  7.67933  0.40604
H  4.23994  6.84208  -1.22569
H  3.86867  8.58772  -0.94720
H  1.99197  6.49675  -2.20379
H  2.92991  7.69295  -3.16277
H  0.29043  9.92607  -2.76802
H  2.05834  9.97539  -3.11663
H  0.95774  8.76958  -3.94475
H  2.35087  -1.57175  5.24082
H  3.77333  -4.11674  6.97105
H  4.27935  -5.88794  5.39741
H  5.73637  -4.98127  5.75217
H  4.13985  -5.34917  3.24966
H  5.87040  -5.07329  3.33991
H  4.68688  -3.70144  3.40306
H  2.30379  -5.85043  4.93160
N  -4.60930  -5.68091  -3.17321
C  -5.57223  -4.80645  -3.46604
C  -6.91049  -5.00270  -3.16298
C  -7.27231  -6.17586  -2.52154
C  -6.28799  -7.09855  -2.20916
C  -4.97829  -6.80261  -2.55404
H  -5.24327  -3.90368  -3.97023
H  -7.64831  -4.25601  -3.42305
H  -8.30736  -6.36809  -2.26807
H  -6.52867  -8.02655  -1.70877
H  -4.17401  -7.49433  -2.32544
N  -1.54913  8.38011  -6.02966
C  -2.36229  8.67095  -5.01421
C  -3.22542  9.75608  -5.00406
C  -3.24353  10.58957  -6.11023
C  -2.40501  10.30590  -7.17571
C  -1.58259  9.19309  -7.08521
H  -2.31037  7.99208  -4.16967
H  -3.86500  9.94208  -4.15196
H  -3.90227  11.44851  -6.14169
H  -2.38847  10.93199  -8.05744
H  -0.91204  8.93022  -7.89635

---

Record 2
Below is a structure of composition C5H6O2, with properties calculated with ωB97M-V/def2-TZVPD.

Output
highest occupied orbital energy	-0.357	Ha
E_LUMO	0.03884	Ha
energy above the lowest of the compared OMol25 structures with the same formula, charge and spin	61.3	kcal/mol
frontier orbital gap	0.396	hartree

CARTESIAN COORDINATES (ANGSTROEM)
O  1.88223  -1.03030  0.70798
C  0.57403  -0.58329  0.63092
C  0.36862  0.93075  0.27115
O  0.70499  0.56434  -1.10183
C  -0.07873  -0.62809  -0.79318
C  -1.45682  -0.06487  -0.49410
C  -1.14945  1.00915  0.23945
H  2.31464  -0.73106  -0.10701
H  0.01007  -0.98899  1.47473
H  0.97066  1.74191  0.68483
H  0.06298  -1.45017  -1.49739
H  -2.41560  -0.48895  -0.76583
H  -1.78761  1.71957  0.75028

---

Record 3
Below is a structure of composition C21H47N5O2P2W in a non-equilibrium geometry, with properties calculated with ωB97M-V/def2-TZVPD.

Output
<S²>	2.03
spin multiplicity	3
charge	+4
highest occupied orbital energy (spin up / spin down)	-0.762 / -0.761	Ha
E_LUMO (spin up / spin down)	-0.57308 / -0.57378	Ha
frontier orbital gap (spin up / spin down)	0.189 / 0.188	hartree

CARTESIAN COORDINATES (ANGSTROEM)
W  0.12722  1.94461  -0.24342
C  0.61450  0.49426  -1.38777
O  0.90638  -0.38210  -2.17614
C  1.23610  3.50794  -0.34142
O  1.87316  4.50673  -0.31477
P  -2.43110  0.80909  -0.99625
C  -3.75053  1.78687  -0.09911
H  -4.52658  2.00427  -0.86254
C  -2.06240  2.13804  -2.39339
H  -1.26210  2.78656  -1.92635
C  -3.37741  -0.47292  -1.98856
H  -3.76947  -1.13714  -1.20189
C  2.83864  -3.18266  0.49694
P  2.03642  -1.65130  1.27555
H  3.51077  -1.35517  3.11061
H  2.18203  -3.97962  0.83588
C  3.62719  -0.25823  0.70620
H  4.36067  -1.06158  0.92627
C  -1.49082  1.59369  -3.70522
H  -2.24738  1.12825  -4.35807
H  -0.66479  0.89125  -3.56415
H  -1.07287  2.43238  -4.29153
C  -3.25115  3.06361  -2.79210
H  -2.89842  3.82466  -3.51276
H  -3.67494  3.61616  -1.94962
H  -4.06488  2.51545  -3.29319
C  -4.58241  -0.02247  -2.77114
H  -5.26305  0.60767  -2.19627
H  -5.13201  -0.94000  -3.02902
H  -4.33607  0.47050  -3.71640
C  -2.43688  -1.32768  -2.83206
H  -2.97904  -2.24414  -3.10181
H  -1.51955  -1.60926  -2.30550
H  -2.14839  -0.83768  -3.76396
C  -4.36416  0.92615  1.01946
H  -4.56919  -0.09673  0.69926
H  -5.31127  1.35145  1.35268
H  -3.66447  0.89345  1.85744
C  -3.16852  3.07278  0.49388
H  -2.37943  2.80474  1.19949
H  -3.93385  3.62123  1.05906
H  -2.75664  3.75456  -0.25677
C  4.22845  -3.48366  1.03190
H  4.26833  -3.35474  2.11850
H  4.95975  -2.81075  0.58451
H  4.53868  -4.51371  0.81576
C  2.66502  -3.11946  -1.02910
H  3.40483  -2.44528  -1.47028
C  1.87549  -0.01396  3.63717
H  1.67078  -2.72924  -1.28103
H  2.74647  -4.10715  -1.49374
C  1.91572  -2.49879  4.01590
H  0.81574  0.11324  3.39614
H  1.98667  0.03713  4.72892
H  2.38592  0.86913  3.23664
C  2.40004  -1.36528  3.10045
H  2.52978  -2.51598  4.92382
H  1.94233  -3.49705  3.58072
H  0.89158  -2.30418  4.33782
C  3.98162  0.96153  1.53287
H  3.19668  1.72574  1.47290
H  4.88436  1.40398  1.08678
H  4.20641  0.74399  2.57614
C  3.76118  0.14802  -0.74410
H  3.39069  -0.54260  -1.49559
H  4.83455  0.32511  -0.92176
H  3.27061  1.10913  -0.92903
H  1.00387  -2.61685  1.61672
H  -2.57602  -0.41463  -0.08802
N  -2.55948  1.26166  4.39726
N  -1.38655  1.43651  3.66697
N  -0.70479  2.58512  3.88459
C  -0.06629  2.74579  2.73752
N  -0.42638  1.84788  1.78232
N  -1.38105  1.03267  2.36967
H  -2.78342  0.27773  4.44402
H  -2.41901  1.67416  5.30693
H  0.67095  3.53613  2.63959

---

Record 4
Below is an isolated molecule of CH4Cl2SSi in a non-equilibrium geometry, with properties calculated with ωB97M-V/def2-TZVPD.

Output
highest occupied orbital energy	-0.364	Ha
E_LUMO	0.01612	Ha
energy above the lowest of the compared OMol25 structures with the same formula, charge and spin	32.7	kcal/mol
frontier orbital gap	0.380	hartree

CARTESIAN COORDINATES (ANGSTROEM)
C  -0.52855  1.30127  -1.54162
Si  -0.12798  0.25280  0.05057
S  0.48689  -1.72982  -0.43103
Cl  -0.72245  2.92982  -0.88673
Cl  0.97497  1.34433  -2.68280
H  -1.52616  1.03279  -2.08040
H  0.74695  1.21458  0.75808
H  -1.50428  0.04742  0.40349
H  1.07096  -1.94510  0.83407

---

Record 5
Below is a structure of composition C29H26N2O2S3Sn in a non-equilibrium geometry, with properties calculated with ωB97M-V/def2-TZVPD.

Output
highest occupied orbital energy	-0.244	Ha
E_LUMO	-0.00950	Ha
energy above the lowest of the compared OMol25 structures with the same formula, charge and spin	4.2	kcal/mol
frontier orbital gap	0.234	hartree

CARTESIAN COORDINATES (ANGSTROEM)
Sn  10.45185  -15.83854  -9.85626
C  11.79820  -13.17329  -6.47555
C  11.85341  -14.08762  -7.62211
N  10.82891  -14.18971  -8.43626
N  9.84584  -13.20384  -8.19786
C  8.71363  -13.39211  -8.82580
S  8.22202  -14.58827  -9.91032
S  7.65216  -12.01041  -8.54640
C  6.13584  -12.99059  -8.29317
C  6.00147  -13.34467  -6.82839
C  5.78967  -12.34068  -5.85284
C  5.78233  -12.68828  -4.49730
C  6.06978  -13.97290  -4.10734
C  6.11647  -14.97800  -5.05763
C  6.14088  -14.61156  -6.40311
C  13.19318  -14.68579  -8.01796
C  14.23712  -14.57908  -7.00453
C  15.51359  -14.97220  -7.30304
C  15.74102  -15.52145  -8.60980
C  14.76619  -15.57779  -9.55978
C  13.43509  -15.19355  -9.29151
O  12.44096  -15.37819  -10.17573
H  12.31302  -12.21146  -6.80888
H  12.24707  -13.57312  -5.53874
H  10.75390  -12.90591  -6.28926
H  6.12974  -13.87826  -8.95790
H  5.33944  -12.27696  -8.52313
H  5.49435  -11.32543  -6.14764
H  5.51345  -11.90717  -3.77922
H  6.17602  -14.20357  -3.06160
H  6.25531  -15.98263  -4.74000
H  6.32742  -15.36844  -7.17903
H  13.93006  -14.19195  -6.02430
H  16.28852  -14.89522  -6.57950
H  16.81666  -15.74083  -8.87288
H  15.07683  -16.10665  -10.45213
C  10.36750  -17.79983  -9.55914
H  11.19370  -18.34098  -10.01456
H  9.36783  -18.20163  -9.76881
O  10.37229  -15.11931  -11.98777
S  10.92361  -13.96691  -12.80808
C  12.59271  -14.34777  -13.22923
C  13.52941  -13.28919  -13.35161
C  14.82677  -13.62113  -13.56839
C  15.22001  -14.95801  -13.73406
C  14.27328  -15.96419  -13.52290
C  12.92574  -15.65399  -13.38254
C  11.21513  -12.58692  -11.69967
C  12.31042  -12.54508  -10.82123
C  12.46380  -11.35685  -10.09289
C  11.48891  -10.35354  -10.16180
C  10.31648  -10.54693  -10.86781
C  10.15945  -11.72074  -11.62844
H  13.14914  -12.24989  -13.42006
H  15.58515  -12.90251  -13.76172
H  16.24841  -15.24167  -13.81448
H  14.57506  -17.01698  -13.61479
H  12.13284  -16.43744  -13.28255
H  13.01343  -13.35877  -10.80911
H  13.36446  -11.29986  -9.42241
H  11.74414  -9.42531  -9.69559
H  9.56189  -9.78633  -10.92786
H  9.21371  -11.88536  -12.06998

---

Record 6
Below is an isolated molecule of C3H7N in a non-equilibrium geometry, with properties calculated with ωB97M-V/def2-TZVPD.

Output
highest occupied orbital energy	-0.341	Ha
E_LUMO	0.04150	Ha
energy above the lowest of the compared OMol25 structures with the same formula, charge and spin	32.1	kcal/mol
frontier orbital gap	0.383	hartree

CARTESIAN COORDINATES (ANGSTROEM)
C  -0.58476  0.25880  0.46210
C  0.70023  0.48600  -0.29516
C  1.77889  -0.28882  -0.07753
H  -1.51311  -1.30057  -0.47206
H  -2.62221  0.01210  -0.22245
H  -0.90499  1.37669  0.61282
H  -0.47370  -0.22429  1.42925
H  0.63617  1.42715  -1.01698
H  1.84777  -1.19694  0.64290
H  2.67561  -0.25789  -0.62365
N  -1.53990  -0.29222  -0.43925